Run A
ORCA calculation (ωB97M-V/def2-TZVPD) on a single C20H24N4O3S molecule.

Element x y z (Å)
O 3.907 0.490 1.108
S 2.886 -0.241 0.405
O 3.023 -0.408 -1.014
N 1.386 0.406 0.709
H 0.908 0.714 -0.136
C 1.270 1.392 1.760
H 2.185 1.337 2.354
C 1.061 2.836 1.277
C -0.175 2.944 0.381
N 0.054 2.288 -0.898
C 1.100 2.988 -1.629
C 2.424 2.929 -0.873
C 2.276 3.436 0.561
H 3.183 3.201 1.119
H 2.157 4.523 0.544
H 2.797 1.907 -0.875
H 3.156 3.544 -1.399
H 1.220 2.509 -2.603
H 0.812 4.043 -1.796
C -1.163 2.186 -1.690
C -2.239 1.410 -0.979
C -2.004 0.128 -0.562
C -3.049 -0.535 0.109
N -3.139 -1.745 0.632
O -4.365 -1.841 1.142
N -5.092 -0.741 0.977
C -4.320 0.115 0.334
C -4.534 1.432 -0.114
C -3.497 2.042 -0.751
H -3.621 3.055 -1.106
H -5.482 1.916 0.053
H -1.062 -0.367 -0.725
H -0.903 1.665 -2.618
H -1.547 3.186 -1.961
H -1.024 2.461 0.873
H -0.427 4.011 0.234
H 0.872 3.430 2.179
H 0.420 1.111 2.398
C 2.742 -1.887 1.185
C 1.829 -2.694 0.338
C 0.453 -2.625 0.519
C -0.402 -3.324 -0.316
C 0.112 -4.092 -1.347
C 1.482 -4.159 -1.539
C 2.336 -3.463 -0.703
H 3.403 -3.509 -0.858
H 1.887 -4.754 -2.344
H -0.554 -4.636 -2.000
H -1.467 -3.258 -0.157
H 0.047 -2.023 1.318
H 2.359 -1.697 2.183
H 3.751 -2.285 1.229

Its multiplicity is 1. As for the structure (SMILES): O=S(=O)(Cc1ccccc1)NC[C@H]1CCCN(Cc2ccc3nonc3c2)C1. For the orbital gap, the calculation gives 0.3066 Ha.

Partial charges, Löwdin, in e: number 1, O, carries -0.30; number 2, S, carries 0.63; number 3, O, carries -0.29; number 4, N, carries -0.12; number 5, H, carries 0.07; number 6, C, carries -0.20; number 7, H, carries 0.11; number 8, C, carries -0.27; number 9, C, carries -0.15; number 10, N, carries -0.19; number 11, C, carries -0.18; number 12, C, carries -0.16; number 13, C, carries -0.15; number 14, H, carries 0.11; number 15, H, carries 0.12; number 16, H, carries 0.07; number 17, H, carries 0.12; number 18, H, carries 0.13; number 19, H, carries 0.13; number 20, C, carries -0.14; number 21, C, carries -0.20; number 22, C, carries 0.05; number 23, C, carries -0.21; number 24, N, carries 0.13; number 25, O, carries -0.05; number 26, N, carries 0.13; number 27, C, carries -0.23; number 28, C, carries 0.00; number 29, C, carries -0.02; number 30, H, carries 0.11; number 31, H, carries 0.12; number 32, H, carries 0.12; number 33, H, carries 0.14; number 34, H, carries 0.13; number 35, H, carries 0.12; number 36, H, carries 0.14; number 37, H, carries 0.14; number 38, H, carries 0.12; number 39, C, carries -0.17; number 40, C, carries -0.29; number 41, C, carries -0.06; number 42, C, carries -0.09; number 43, C, carries -0.08; number 44, C, carries -0.08; number 45, C, carries -0.04; number 46, H, carries 0.12; number 47, H, carries 0.10; number 48, H, carries 0.10; number 49, H, carries 0.07; number 50, H, carries 0.11; number 51, H, carries 0.11; number 52, H, carries 0.11

Run B
ORCA calculation (ωB97M-V/def2-TZVPD) on a single C20H24N4O3S molecule.

Element x y z (Å)
C -0.766 -3.402 -1.941
C -0.485 -3.635 -0.674
C -0.747 -2.690 0.465
N -1.122 -1.368 0.032
C -2.376 -0.927 -0.174
O -2.590 0.203 -0.606
C -3.533 -1.802 0.130
C -4.816 -1.292 0.201
S -5.888 -2.563 0.533
N -4.634 -3.657 0.550
N -3.517 -3.135 0.333
H -5.122 -0.275 0.078
C -0.094 -0.379 -0.311
C 1.315 -0.890 -0.185
C 1.959 -0.948 1.044
C 3.255 -1.422 1.150
C 3.934 -1.851 0.015
C 3.291 -1.791 -1.222
C 2.002 -1.315 -1.317
H 1.520 -1.280 -2.283
H 3.828 -2.124 -2.095
O 5.205 -2.336 0.001
C 5.909 -2.416 1.217
H 6.037 -1.430 1.674
H 6.886 -2.825 0.965
H 5.411 -3.084 1.927
H 3.721 -1.449 2.123
H 1.444 -0.610 1.931
H -0.273 -0.073 -1.351
C -0.326 0.834 0.614
O -0.468 0.699 1.811
N -0.290 2.023 -0.012
H -0.346 2.037 -1.018
C -0.684 3.251 0.650
H -0.616 3.042 1.720
C -2.112 3.657 0.242
C -1.914 4.694 -0.859
H -2.793 5.319 -1.008
C -0.707 5.486 -0.364
H -0.230 6.065 -1.154
H -1.022 6.175 0.421
C 0.225 4.419 0.217
H 0.811 4.803 1.050
H 0.922 4.066 -0.544
H -1.680 4.202 -1.805
H -2.681 2.786 -0.082
H -2.623 4.110 1.092
H 0.151 -2.610 1.083
H -1.544 -3.108 1.084
H -0.042 -4.573 -0.371
H -0.562 -4.127 -2.710
H -1.219 -2.481 -2.267

Its multiplicity is 1. As for the structure (SMILES): C=CCN(C(=O)c1csnn1)[C@@H](C(=O)NC1CCCC1)c1ccc(OC)cc1. For the orbital gap, the calculation gives 0.3222 Ha.

Partial charges, Löwdin, in e: number 1, C, carries 0.01; number 2, C, carries -0.13; number 3, C, carries -0.15; number 4, N, carries 0.02; number 5, C, carries -0.40; number 6, O, carries 0.06; number 7, C, carries -0.26; number 8, C, carries -0.31; number 9, S, carries 1.01; number 10, N, carries -0.33; number 11, N, carries -0.05; number 12, H, carries 0.08; number 13, C, carries -0.14; number 14, C, carries -0.19; number 15, C, carries -0.02; number 16, C, carries 0.00; number 17, C, carries -0.27; number 18, C, carries 0.01; number 19, C, carries -0.02; number 20, H, carries 0.11; number 21, H, carries 0.12; number 22, O, carries -0.08; number 23, C, carries -0.09; number 24, H, carries 0.10; number 25, H, carries 0.09; number 26, H, carries 0.10; number 27, H, carries 0.10; number 28, H, carries 0.12; number 29, H, carries 0.15; number 30, C, carries -0.45; number 31, O, carries 0.08; number 32, N, carries 0.11; number 33, H, carries 0.15; number 34, C, carries -0.29; number 35, H, carries 0.14; number 36, C, carries -0.13; number 37, C, carries -0.20; number 38, H, carries 0.11; number 39, C, carries -0.20; number 40, H, carries 0.10; number 41, H, carries 0.11; number 42, C, carries -0.13; number 43, H, carries 0.11; number 44, H, carries 0.11; number 45, H, carries 0.11; number 46, H, carries 0.10; number 47, H, carries 0.12; number 48, H, carries 0.12; number 49, H, carries 0.11; number 50, H, carries 0.10; number 51, H, carries 0.05; number 52, H, carries 0.06

Q: Which of them is the most stable? A: run B.

Run A
ORCA calculation (ωB97M-V/def2-TZVPD) on 2 unconnected molecules or ions with the total composition C3H6O2Si.

Element x y z (Å)
C 0.982 -0.767 1.116
C 0.396 -1.883 1.536
C -0.117 1.636 -1.816
O -1.914 -0.587 -0.218
O -1.040 2.275 -0.743
Si -1.237 0.647 -0.765
H 1.755 -0.636 0.287
H 0.813 0.173 1.633
H -0.449 -1.615 2.247
H 0.452 -2.886 1.204
H -0.558 1.876 -2.878
H 0.918 1.767 -1.605

Its multiplicity is 1. As for the structure (SMILES): O=[Si]1CO1.C=C. For the orbital gap, the calculation gives 0.3655 Ha.

Partial charges, Löwdin, in e: number 1, C, carries -0.15; number 2, C, carries -0.07; number 3, C, carries -0.14; number 4, O, carries -0.31; number 5, O, carries -0.24; number 6, Si, carries 0.52; number 7, H, carries 0.07; number 8, H, carries 0.04; number 9, H, carries 0.08; number 10, H, carries 0.04; number 11, H, carries 0.10; number 12, H, carries 0.04

Run B
ORCA calculation (ωB97M-V/def2-TZVPD) on a molecular structure, C3H6O2Si.

Element x y z (Å)
C 2.164 -0.662 0.295
C 2.217 0.668 0.166
C -1.674 -0.138 0.229
O 0.885 -1.205 -0.250
O 1.070 1.243 -0.326
Si -0.023 0.051 -0.733
H 2.891 -1.442 0.780
H 3.033 1.266 0.311
H -1.663 -0.222 1.339
H -2.298 0.724 0.177
H -2.120 -1.024 -0.154
H -0.305 0.241 -2.210

Its multiplicity is 1. For the orbital gap, the calculation gives 0.3558 Ha.

Partial charges, Löwdin, in e: number 1, C, carries -0.08; number 2, C, carries -0.19; number 3, C, carries -0.16; number 4, O, carries -0.20; number 5, O, carries -0.16; number 6, Si, carries 0.48; number 7, H, carries 0.15; number 8, H, carries 0.09; number 9, H, carries 0.05; number 10, H, carries 0.00; number 11, H, carries 0.01; number 12, H, carries 0.02

Q: Which of them is the most stable? A: run B.

Run A
ORCA calculation (ωB97M-V/def2-TZVPD) on 2 unconnected molecules or ions with the total composition C5H16N3.

Element x y z (Å)
C 0.302 -3.341 0.069
C 0.803 -2.013 -0.420
C 2.021 -1.531 -0.097
N 2.455 -0.217 -0.498
H 1.054 -3.808 0.726
H -0.657 -3.227 0.626
H 0.099 -4.046 -0.800
H 0.154 -1.434 -1.078
H 2.708 -2.091 0.557
H 3.444 -0.092 -0.377
H 2.270 -0.054 -1.506
C -1.916 1.958 0.442
N -2.699 2.741 -0.527
C -0.563 1.650 -0.188
N 0.331 0.922 0.789
H -2.399 1.017 0.742
H -1.744 2.589 1.331
H -2.990 2.111 -1.256
H -3.553 3.100 -0.068
H -0.032 2.555 -0.469
H -0.676 1.023 -1.065
H 1.236 0.611 0.343
H 0.507 1.534 1.606
H -0.156 0.041 1.117

Its multiplicity is 2. As for the expectation value of S²: 0.755. The total charge is +2. For the orbital gap (alpha / beta), the calculation gives 0.2865 / 0.1322 Ha.

Partial charges, Löwdin, in e: number 1, C, carries 0.00; number 2, C, carries -0.02; number 3, C, carries -0.01; number 4, N, carries 0.15; number 5, H, carries 0.10; number 6, H, carries 0.13; number 7, H, carries 0.15; number 8, H, carries 0.14; number 9, H, carries 0.17; number 10, H, carries 0.14; number 11, H, carries 0.17; number 12, C, carries -0.27; number 13, N, carries 0.02; number 14, C, carries -0.16; number 15, N, carries 0.15; number 16, H, carries 0.12; number 17, H, carries 0.13; number 18, H, carries 0.07; number 19, H, carries 0.11; number 20, H, carries 0.14; number 21, H, carries 0.12; number 22, H, carries 0.08; number 23, H, carries 0.19; number 24, H, carries 0.17

Run B
ORCA calculation (ωB97M-V/def2-TZVPD) on 2 unconnected molecules or ions with the total composition C5H16N3.

Element x y z (Å)
C 2.052 -0.573 0.945
C 3.375 -1.071 1.483
H 1.265 -1.293 1.204
H 1.811 0.460 1.208
H 2.075 -0.516 -0.170
H 4.117 -1.202 0.671
H 3.332 -2.076 1.918
H 3.859 -0.432 2.224
C -1.015 -1.000 -1.133
C -1.392 -2.400 -0.770
C -0.878 1.316 -0.166
N -1.254 0.028 -0.135
N -0.401 1.853 -1.274
N -1.074 2.148 0.865
H 0.086 -0.974 -1.423
H -1.499 -0.759 -2.097
H -2.469 -2.618 -0.824
H -1.213 -2.577 0.302
H -1.453 -0.429 0.751
H 0.086 1.301 -1.968
H -0.258 2.848 -1.408
H -1.828 2.062 1.534
H -0.436 2.918 1.033
H -0.917 -3.150 -1.397

Its multiplicity is 2. As for the expectation value of S²: 0.758. The total charge is +2. For the orbital gap (alpha / beta), the calculation gives 0.3830 / 0.1338 Ha.

Partial charges, Löwdin, in e: number 1, C, carries -0.17; number 2, C, carries -0.12; number 3, H, carries 0.07; number 4, H, carries 0.06; number 5, H, carries 0.08; number 6, H, carries 0.11; number 7, H, carries 0.09; number 8, H, carries 0.09; number 9, C, carries -0.17; number 10, C, carries -0.02; number 11, C, carries -0.37; number 12, N, carries 0.23; number 13, N, carries 0.29; number 14, N, carries 0.28; number 15, H, carries 0.18; number 16, H, carries 0.18; number 17, H, carries 0.12; number 18, H, carries 0.10; number 19, H, carries 0.19; number 20, H, carries 0.15; number 21, H, carries 0.17; number 22, H, carries 0.16; number 23, H, carries 0.17; number 24, H, carries 0.12

Q: Which of them is the most stable? A: run A.